The following is a quantum chemistry calculation of a cluster of 11 separate species, C52H106N5O11 in total in a non-equilibrium geometry, from the OMol25 dataset.

```
174
Properties=species:S:1:pos:R:3:forces:R:3:lowdin_charge:R:1
C 4.308 -4.104 2.741 -0.4 0.0 -0.8 -0.111
C 4.177 -4.242 1.201 -0.1 0.2 0.7 -0.234
C 4.668 -3.022 0.391 0.1 -0.6 0.2 -0.215
C 5.924 -2.344 0.969 -0.3 0.5 -1.2 -0.196
C 6.266 -1.063 0.149 -0.1 -0.5 0.1 -0.197
C 6.568 0.168 1.022 -0.1 -0.3 -0.5 -0.171
C 5.336 0.805 1.663 -0.2 -0.7 0.7 -0.102
N 4.566 1.653 0.759 1.6 -0.7 -1.2 -0.006
C 4.672 1.706 -0.575 -0.9 0.8 0.2 -0.058
N 3.802 2.546 -1.106 -0.1 0.0 0.1 0.186
C 3.108 3.064 -0.059 1.1 -0.9 -1.0 -0.286
N 2.114 3.931 -0.115 0.2 -0.1 0.4 0.149
C 1.477 4.561 -1.284 -1.3 1.0 -0.7 -0.238
N 1.991 4.233 -2.559 0.5 -1.1 -0.1 -0.103
C 1.491 2.960 -3.092 0.5 0.1 -0.1 -0.112
N 3.600 2.532 1.085 -1.1 1.0 0.9 0.025
C 3.171 2.834 2.440 -0.5 -0.3 0.5 -0.090
C 1.798 2.227 2.815 0.0 0.6 1.0 -0.153
C 0.670 3.287 2.969 -0.5 -0.7 -0.5 -0.195
C -0.662 2.777 2.359 0.0 0.6 0.3 -0.202
C -1.504 1.967 3.365 0.5 -0.4 0.0 -0.191
C -1.272 0.440 3.281 -0.5 0.6 0.0 -0.200
C -2.024 -0.241 2.136 -0.1 -0.4 0.4 -0.195
C -3.550 -0.324 2.380 -0.1 0.0 -0.2 -0.194
C -4.099 -1.754 2.221 -0.2 -0.1 -0.6 -0.152
C -4.718 -2.014 0.827 0.1 -0.4 0.8 -0.231
O -3.965 -1.377 -0.182 -0.2 0.5 0.1 -0.193
C -4.768 -0.797 -1.190 0.0 -0.1 -0.5 -0.102
H 3.478 -4.618 3.220 0.2 0.0 0.2 0.045
H 4.248 -3.055 3.042 0.0 -0.1 0.2 0.067
H 5.229 -4.548 3.113 0.0 0.2 0.1 0.073
H 4.689 -5.158 0.897 0.1 0.1 -0.1 0.109
H 3.117 -4.415 0.993 0.2 0.1 -0.3 0.057
H 4.910 -3.394 -0.611 0.0 0.2 0.0 0.115
H 3.858 -2.300 0.236 0.0 0.1 0.3 0.103
H 6.742 -3.052 0.828 0.1 0.0 0.6 0.122
H 5.796 -2.052 2.011 0.1 -0.4 0.1 0.075
H 7.129 -1.269 -0.489 0.0 0.1 0.1 0.117
H 5.430 -0.901 -0.540 0.1 0.2 0.1 0.088
H 7.194 -0.172 1.850 0.0 0.1 0.0 0.097
H 7.164 0.884 0.450 -0.1 0.2 0.2 0.120
H 4.677 -0.010 1.993 0.0 0.1 0.0 0.138
H 5.630 1.331 2.572 -0.1 0.4 -0.3 0.122
H 5.372 1.147 -1.168 0.1 -0.2 0.2 0.140
H 1.723 4.188 0.777 -0.2 0.0 -0.1 0.109
H 1.521 5.645 -1.156 0.2 -0.1 0.1 0.122
H 0.399 4.322 -1.233 0.1 -0.2 0.4 0.127
H 1.805 4.941 -3.249 0.0 0.5 0.4 0.081
H 2.231 2.554 -3.786 -0.1 0.0 0.1 0.076
H 1.389 2.239 -2.281 -0.2 0.0 -0.1 0.066
H 0.550 3.075 -3.641 -0.1 -0.1 0.3 0.084
H 3.114 3.919 2.572 0.2 0.0 -0.3 0.133
H 3.926 2.502 3.149 0.1 -0.1 -0.3 0.118
H 1.494 1.410 2.159 0.2 0.2 -0.2 0.109
H 1.920 1.783 3.808 0.0 -0.2 -0.2 0.116
H 0.479 3.476 4.026 0.2 0.2 0.0 0.109
H 0.954 4.254 2.536 0.0 -0.1 0.0 0.089
H -1.257 3.634 2.028 0.1 0.0 0.0 0.106
H -0.420 2.204 1.457 -0.2 -0.1 0.0 0.099
H -2.561 2.226 3.267 0.0 -0.2 -0.1 0.102
H -1.225 2.260 4.385 -0.1 0.2 -0.1 0.106
H -1.614 0.024 4.234 0.1 -0.2 -0.1 0.115
H -0.197 0.250 3.209 0.0 -0.1 0.0 0.095
H -1.825 0.249 1.177 0.1 0.0 0.1 0.109
H -1.648 -1.267 2.073 0.0 0.4 -0.2 0.066
H -3.821 0.065 3.368 0.2 -0.1 0.0 0.100
H -4.065 0.323 1.660 0.0 0.0 0.1 0.097
H -3.311 -2.497 2.355 0.1 0.2 0.3 0.093
H -4.886 -1.964 2.950 0.1 0.0 0.0 0.108
H -4.731 -3.099 0.658 -0.1 0.1 -0.1 0.121
H -5.766 -1.692 0.835 0.1 0.2 -0.2 0.112
H -4.208 -0.001 -1.688 0.2 -0.1 0.1 0.084
H -5.056 -1.545 -1.934 -0.1 0.1 0.0 0.071
H -5.689 -0.348 -0.798 0.1 -0.1 0.2 0.073
C 3.740 -5.960 7.655 -0.1 0.0 -0.3 -0.013
C 4.132 -4.769 6.823 0.0 0.0 -0.1 -0.484
O 4.172 -4.818 5.612 0.0 0.0 0.1 0.053
C 4.478 -3.494 7.551 0.1 0.1 -0.3 -0.019
H 3.523 -6.803 7.005 0.1 0.0 0.0 0.050
H 4.558 -6.235 8.322 -0.1 0.1 0.1 0.094
H 2.852 -5.725 8.245 0.1 0.0 0.2 0.090
H 5.330 -3.663 8.211 -0.1 0.0 0.2 0.085
H 3.624 -3.150 8.135 0.1 -0.1 0.2 0.088
H 4.740 -2.727 6.824 0.0 0.0 0.0 0.072
C -6.755 -4.084 -4.559 0.2 0.0 0.2 -0.022
C -7.594 -2.993 -3.945 0.0 0.0 0.1 -0.501
O -7.243 -2.416 -2.940 0.0 0.0 0.0 0.056
C -8.889 -2.651 -4.637 0.0 0.2 0.2 -0.023
H -5.855 -4.228 -3.965 0.0 0.0 0.0 0.080
H -7.318 -5.019 -4.583 0.0 0.0 -0.2 0.086
H -6.469 -3.808 -5.575 -0.1 -0.1 -0.1 0.087
H -9.540 -3.526 -4.663 0.0 0.0 -0.2 0.087
H -8.691 -2.316 -5.656 -0.1 -0.1 -0.1 0.087
H -9.391 -1.854 -4.093 0.0 0.0 0.0 0.081
C 8.115 -2.377 6.711 -0.1 0.1 0.2 -0.021
C 7.538 -1.161 6.033 0.0 0.0 0.1 -0.506
O 6.949 -0.305 6.648 0.0 0.0 -0.1 0.070
C 7.728 -1.063 4.538 -0.1 0.2 0.0 -0.023
H 7.910 -2.328 7.778 0.0 0.0 0.0 0.083
H 7.657 -3.279 6.302 0.1 0.0 -0.1 0.085
H 9.196 -2.414 6.562 0.0 -0.1 -0.1 0.088
H 7.257 -1.916 4.045 0.1 -0.1 0.0 0.079
H 8.791 -1.043 4.295 0.0 -0.1 -0.1 0.093
H 7.265 -0.144 4.180 0.0 0.0 0.1 0.063
C -7.534 1.869 0.923 -0.2 0.2 -0.1 -0.023
C -7.464 2.543 2.270 -0.1 0.1 0.1 -0.505
O -8.107 3.534 2.518 0.0 0.0 0.0 0.075
C -6.539 1.919 3.284 -0.1 0.2 0.2 -0.020
H -8.226 2.414 0.284 0.0 0.0 0.0 0.076
H -6.545 1.873 0.459 0.0 -0.2 0.0 0.072
H -7.890 0.843 1.032 0.2 -0.1 0.0 0.087
H -5.521 1.916 2.892 0.0 -0.2 0.0 0.063
H -6.851 0.896 3.499 0.1 -0.1 -0.1 0.089
H -6.565 2.498 4.205 0.0 0.0 0.0 0.084
C -1.521 7.866 -2.581 0.0 -0.3 0.1 -0.013
C -0.241 7.595 -3.326 0.0 0.0 -0.1 -0.478
O 0.306 6.513 -3.270 -0.1 0.1 0.1 0.044
C 0.330 8.722 -4.145 0.2 -0.2 -0.1 -0.013
H -1.821 6.973 -2.036 0.0 0.0 0.0 0.080
H -1.375 8.683 -1.873 -0.1 0.1 -0.1 0.090
H -2.311 8.133 -3.284 0.0 0.2 0.0 0.092
H 0.554 9.574 -3.501 -0.1 0.1 -0.1 0.090
H -0.384 9.025 -4.911 0.0 0.1 0.1 0.092
H 1.248 8.392 -4.627 0.0 0.0 0.0 0.085
C 0.536 -5.141 2.108 -0.1 0.1 0.2 -0.007
C -0.069 -3.895 1.515 0.0 0.0 0.1 -0.474
O -0.737 -3.138 2.185 0.2 -0.2 0.0 0.058
C 0.189 -3.628 0.054 -0.1 0.2 0.0 -0.004
H 0.271 -5.208 3.161 0.0 0.0 0.0 0.088
H 0.156 -6.023 1.589 0.1 0.0 -0.1 0.092
H 1.624 -5.108 2.018 -0.1 -0.1 -0.1 0.048
H -0.205 -4.447 -0.550 0.1 -0.1 0.0 0.092
H 1.263 -3.532 -0.123 0.0 -0.2 -0.1 0.068
H -0.305 -2.704 -0.240 0.0 0.0 0.0 0.084
C 4.539 -10.724 4.724 0.2 0.1 0.2 -0.022
C 3.792 -9.556 5.317 0.1 0.0 0.1 -0.497
O 4.250 -8.912 6.233 0.0 0.0 0.0 0.063
C 2.448 -9.225 4.717 0.0 0.2 0.2 -0.020
H 5.485 -10.851 5.246 0.0 0.0 0.0 0.082
H 3.951 -11.636 4.830 0.0 0.0 -0.2 0.087
H 4.739 -10.542 3.667 -0.1 -0.1 0.0 0.085
H 1.772 -10.075 4.823 0.0 0.0 -0.2 0.087
H 2.562 -8.981 3.660 -0.1 -0.1 0.0 0.084
H 2.021 -8.368 5.234 0.0 0.0 0.0 0.076
C -6.156 2.999 -3.064 0.1 0.0 -0.2 -0.016
C -6.668 4.395 -3.329 0.0 0.1 -0.1 -0.491
O -6.505 4.936 -4.400 0.0 0.0 0.2 0.061
C -7.390 5.088 -2.201 0.0 0.2 -0.2 -0.019
H -5.660 2.618 -3.953 0.0 0.0 0.0 0.064
H -5.439 3.015 -2.241 -0.1 -0.1 0.1 0.083
H -6.987 2.338 -2.814 0.1 0.0 0.2 0.088
H -6.726 5.190 -1.341 -0.1 -0.1 0.1 0.085
H -8.273 4.514 -1.915 0.1 0.0 0.2 0.085
H -7.702 6.077 -2.527 0.0 0.0 0.0 0.082
C -5.027 3.539 -6.755 0.2 -0.3 -0.1 -0.031
C -3.666 3.285 -7.350 0.0 -0.1 0.0 -0.501
O -3.130 2.201 -7.273 0.0 0.1 0.0 0.055
C -2.998 4.444 -8.047 0.3 -0.2 0.0 -0.019
H -5.392 2.626 -6.288 0.0 0.0 0.0 0.073
H -4.967 4.320 -6.002 -0.1 0.1 -0.1 0.061
H -5.727 3.840 -7.535 0.0 0.2 0.1 0.093
H -2.852 5.266 -7.344 -0.1 0.1 -0.1 0.083
H -3.612 4.784 -8.882 0.0 0.1 0.1 0.090
H -2.029 4.129 -8.430 0.0 0.0 0.0 0.060
C 0.199 2.327 -12.136 -0.2 0.2 0.0 -0.024
C 0.260 2.969 -10.773 -0.1 0.1 0.0 -0.503
O -0.399 3.947 -10.506 0.0 0.0 0.0 0.061
C 1.178 2.337 -9.757 -0.1 0.2 0.2 -0.024
H -0.496 2.878 -12.765 0.0 0.0 0.0 0.082
H 1.187 2.342 -12.600 0.0 -0.2 0.0 0.085
H -0.144 1.295 -12.047 0.1 -0.1 0.0 0.086
H 2.206 2.353 -10.122 0.0 -0.2 0.0 0.084
H 0.874 1.306 -9.570 0.1 -0.1 -0.1 0.086
H 1.124 2.895 -8.824 0.0 0.0 0.0 0.079
```
Forces are in eV/Å.

Calculated values
total charge = +1
orbital gap = 8.62 eV